Run one
C4H12N2O2 | wB97M-V/def2-TZVPD

Last column: Löwdin charge in e.
Element x y z (Å)
N  -1.97  0.99  -0.33  0.00
C  -1.51  -0.03  -1.22  -0.28
C  0.00  0.03  -1.40  -0.24
N  0.60  -0.03  -0.08  -0.08
C  2.04  -0.20  -0.09  -0.21
C  2.66  0.11  1.24  -0.26
O  2.07  0.25  2.27  0.07
H  -2.37  1.83  -0.70  0.07
H  -2.09  0.80  0.65  0.04
H  -2.02  0.07  -2.16  0.11
H  -1.71  -0.99  -0.76  0.10
H  0.29  0.94  -1.94  0.11
H  0.36  -0.84  -1.96  0.11
H  0.35  0.77  0.48  0.10
H  2.26  -1.23  -0.40  0.13
H  2.56  0.37  -0.88  0.12
H  3.76  0.24  1.21  0.12
O  -1.84  -0.75  2.10  -0.06
H  -1.05  -0.87  1.57  0.02
H  -2.39  -1.47  2.41  0.05

HOMO energy	-8.5	eV
LUMO level	0.94	eV

***

Run two
C4H12N2O2 | wB97M-V/def2-TZVPD

Last column: Löwdin charge in e.
Element x y z (Å)
C  -1.07  2.35  0.40  0.00
C  -1.24  0.83  0.44  -0.50
O  -1.82  0.29  1.37  0.03
N  -0.79  0.06  -0.61  0.06
C  0.48  0.38  -1.30  -0.19
C  1.67  -0.40  -0.68  -0.23
N  1.47  -1.85  -0.77  -0.01
H  -0.08  2.77  0.16  0.07
H  -1.87  2.79  -0.19  0.09
H  -1.18  2.68  1.43  0.08
H  -0.74  -0.95  -0.65  0.11
H  0.38  0.20  -2.36  0.11
H  0.57  1.48  -1.22  0.09
H  2.69  -0.19  -1.09  0.11
H  1.74  -0.14  0.38  0.11
H  0.78  -2.27  -0.16  0.04
H  1.19  -2.20  -1.68  0.07
O  -0.63  -2.28  2.04  -0.07
H  -0.82  -1.47  1.53  -0.02
H  -0.73  -2.07  2.97  0.04

HOMO energy	-9.5	eV
LUMO level	0.82	eV

***

Run three
C4H12N2O2 | wB97M-V/def2-TZVPD

Last column: Löwdin charge in e.
Element x y z (Å)
C  -0.39  0.32  -1.78  -0.13
N  -0.26  0.89  -0.42  -0.11
C  0.42  -0.03  0.59  -0.30
C  0.06  -1.49  0.45  -0.11
C  2.02  0.15  0.38  -0.51
N  2.36  1.46  0.10  0.15
O  2.82  -0.73  0.56  0.05
H  0.55  -0.23  -2.03  0.09
H  -0.63  1.13  -2.48  0.07
H  -1.18  -0.45  -1.87  0.08
H  -1.20  0.77  0.00  0.06
H  0.14  0.35  1.72  0.19
H  0.30  -1.98  -0.53  0.08
H  0.76  -2.25  0.98  0.12
H  -1.02  -1.58  0.47  0.05
H  3.29  1.75  -0.14  0.10
H  1.56  1.95  -0.26  0.07
O  -2.82  0.08  1.30  -0.01
H  -3.42  0.49  1.95  0.07
H  -3.34  -0.61  1.02  0.00

HOMO energy	-9.1	eV
LUMO level	0.39	eV

***

Run four
C4H12N2O2 | wB97M-V/def2-TZVPD

Last column: Löwdin charge in e.
Element x y z (Å)
C  -0.31  -0.16  -0.40  -0.47
C  0.35  0.67  0.56  -0.07
C  -1.72  0.30  1.03  -0.16
C  -0.04  -1.63  -0.39  -0.03
N  2.83  -0.19  0.21  -0.09
N  -0.70  0.37  -1.59  0.14
O  1.99  0.87  -0.25  -0.33
O  -2.70  1.04  0.35  -0.08
H  -2.41  1.96  0.32  0.09
H  3.53  0.23  0.83  0.06
H  3.35  -0.51  -0.61  0.06
H  -0.74  1.38  -1.69  0.11
H  -0.83  -0.23  -2.39  0.11
H  0.77  0.18  1.43  0.11
H  0.17  1.74  0.55  0.11
H  -1.56  0.71  2.04  0.10
H  -2.08  -0.72  1.14  0.09
H  -0.09  -2.02  0.62  0.09
H  0.98  -1.80  -0.74  0.08
H  -0.76  -2.17  -1.02  0.09

HOMO energy	-7.0	eV
LUMO level	0.76	eV

***

Question: of the structures shown, which is the most stable? Reply: run two.